(1)
DFT (ωB97M-V/def2-TZVPD) results for a cluster of 3 separate species, C4H10O4 in total in a non-equilibrium geometry.

Last column: Löwdin charge in e.
Geometry (Å):
C1 -1.82603 0.51640 0.55138  -0.01
C2 -0.42654 0.06322 0.28047  -0.19
C3 0.36345 1.25854 -0.19629  -0.29
O1 1.74533 1.01718 -0.29677  -0.10
C4 -2.11792 1.41622 1.59238  -0.31
O2 -1.22788 1.96936 2.28459  -0.02
H1 0.12279 2.11829 0.39541  0.09
H2 -2.66846 0.11767 -0.02012  0.10
H3 -0.43754 -0.77884 -0.40011  0.09
H4 0.04541 -0.27938 1.22305  0.13
H5 -0.00981 1.39292 -1.21722  0.11
H6 -3.16391 1.56650 1.89928  0.10
H7 1.14221 -2.03729 -1.26513  -0.06
H8 1.34247 -2.45687 -2.74015  0.02
O3 0.64273 -2.05880 -2.15014  -0.20
H9 1.97437 0.09059 -0.01216  0.03
H10 2.57293 -2.28609 0.08426  -0.11
O4 1.92639 -1.62962 -0.01274  -0.39

Computed properties:
* net charge: -1
* LUMO (spin up / spin down): 0.1339 / 0.0675 Ha
* ⟨S²⟩: 0.7662
* multiplicity: 2


(2)
DFT (ωB97M-V/def2-TZVPD) results for a structure of composition C7H13I2N2S in a non-equilibrium geometry.

Last column: Löwdin charge in e.
Geometry (Å):
C1 -2.95134 -0.57460 -2.16472  -0.16
C2 -2.91786 -0.61756 0.30431  -0.75
C3 -4.08637 -1.10036 1.17661  -0.07
C4 5.34030 0.53007 3.10127  -0.18
C5 -2.58836 -1.83410 -4.19059  0.01
C6 4.26884 1.41892 2.47374  -0.43
C7 2.87779 0.99646 2.64532  -1.24
N1 -3.13736 -0.42698 -0.90185  0.07
N2 -2.35244 -1.56140 -2.72352  0.04
S1 1.58487 1.93024 2.84310  0.62
I1 2.53112 -1.11258 2.36570  0.78
I2 -1.05164 -0.16957 1.13342  0.96
H1 -3.46090 0.19596 -2.73359  0.17
H2 -4.21301 -0.30104 1.91092  0.09
H3 -4.95818 -1.34591 0.58691  0.08
H4 -3.90143 -2.02479 1.67286  0.07
H5 5.39195 -0.47796 2.67684  0.02
H6 6.41823 1.01226 3.09151  0.12
H7 4.94272 0.43787 4.15306  0.09
H8 -1.53072 -2.02277 -4.29543  0.10
H9 -2.87631 -1.00185 -4.79389  0.09
H10 -3.30353 -2.57705 -4.32652  0.08
H11 4.54740 2.45830 2.77815  0.13
H12 4.55968 1.37736 1.37102  0.14
H13 -2.11268 -2.43795 -2.27790  0.17

Computed properties:
* net charge: +1
* LUMO: -0.1406 Ha


(3)
DFT (ωB97M-V/def2-TZVPD) results for a structure of composition C16H14BrFTc in a non-equilibrium geometry.

Last column: Löwdin charge in e.
Geometry (Å):
C1 -2.18251 -0.33476 -0.92215  -0.26
C2 -2.21604 -0.81206 0.42130  -0.23
C3 -2.13491 0.31815 1.30293  -0.19
H1 -2.37759 -1.82865 0.75790  0.12
C4 -2.05510 1.51496 0.48777  -0.19
C5 -2.07100 1.10061 -0.88954  -0.21
H2 -2.02765 1.74126 -1.77195  0.11
H3 -2.26763 -0.94271 -1.80160  0.10
H4 -2.15500 0.24116 2.38977  0.12
H5 -1.96437 2.53715 0.85656  0.11
Tc1 -0.37887 0.21075 0.09700  1.09
Br1 0.56735 -1.81685 -0.91373  0.34
C6 1.90868 1.16999 -3.21177  -0.13
C7 0.87631 1.96380 -3.78575  -0.09
C8 -0.12563 1.08449 -4.29530  -0.12
H6 0.85970 3.04875 -3.85603  0.10
C9 0.28704 -0.25104 -4.02794  -0.13
C10 1.55361 -0.19962 -3.37083  -0.18
H7 2.15038 -1.05367 -3.06365  0.06
H8 2.82497 1.53924 -2.75849  0.09
H9 -1.02633 1.38405 -4.82453  0.09
H10 -0.25484 -1.15277 -4.29759  0.09
F1 1.60041 -1.89715 5.62079  0.02
C11 1.42184 -1.30757 4.39076  -0.27
C12 1.26917 0.07158 4.30027  -0.03
C13 0.84118 0.63239 3.07521  -0.12
C14 0.61090 -0.20195 1.96472  -0.29
C15 0.89106 -1.55512 2.08493  -0.23
C16 1.26954 -2.14616 3.29016  -0.01
H11 1.42641 0.68468 5.17481  0.11
H12 0.67760 1.70560 3.02389  0.09
H13 0.80295 -2.22912 1.22501  -0.07
H14 1.39837 -3.21943 3.32707  0.11

Computed properties:
* net charge: 0
* LUMO (spin up / spin down): -0.0207 / -0.0632 Ha
* ⟨S²⟩: 3.7843
* multiplicity: 4


(4)
DFT (ωB97M-V/def2-TZVPD) results for a cluster of 3 separate species, C19H36NO5PS in total in a non-equilibrium geometry.

Last column: Löwdin charge in e.
Geometry (Å):
H1 -0.43930 2.98383 -3.69721  0.06
N1 -1.16896 2.46883 -3.21444  0.14
C1 -1.30694 2.89346 -2.02403  -0.39
C2 -0.48688 4.04736 -1.49546  -0.03
C3 -2.36013 2.24982 -1.15582  -0.06
C4 -1.95200 0.96464 -0.37193  -0.43
C5 -2.01532 1.22806 1.12588  -0.11
C6 -0.93781 2.14576 1.70202  -0.15
C7 0.45517 1.53065 1.88266  -0.18
C8 1.46176 1.87571 0.76814  -0.24
C9 2.35137 0.69902 0.38577  -0.09
O1 -0.75439 0.30492 -0.77307  0.06
C10 -0.89563 -0.95987 -0.20977  -0.53
O2 0.00066 -1.66888 0.20095  0.16
O3 -2.21970 -1.25558 -0.14954  -0.02
C11 -2.92075 -0.15530 -0.75899  -0.33
P1 -2.84683 -0.55530 -2.61679  0.45
S1 -2.55936 -2.45113 -2.98437  0.17
H2 -0.91546 4.47629 -0.59978  0.07
H3 0.53859 3.75422 -1.32431  0.07
H4 -0.47642 4.82121 -2.25343  0.08
H5 -3.15708 1.98835 -1.84288  0.10
H6 -2.76039 3.00414 -0.49368  0.12
H7 -2.00411 0.31131 1.70584  0.13
H8 -2.97686 1.70054 1.29497  0.13
H9 -0.87443 3.05362 1.10743  0.09
H10 -1.29699 2.45162 2.67800  0.11
H11 0.37692 0.45109 1.94277  0.11
H12 0.84189 1.91495 2.81266  0.08
H13 0.88894 2.15423 -0.10873  0.06
H14 2.05529 2.73116 1.06980  0.11
H15 1.85195 0.02628 -0.29622  0.05
H16 2.62146 0.13760 1.27271  0.07
H17 3.24119 1.05860 -0.11781  0.07
H18 -3.92004 -0.10047 -0.35675  0.14
H19 -1.83770 0.22846 -3.17301  -0.03
H20 -4.06138 -0.13918 -3.18437  -0.02
C12 2.30803 0.54528 6.58604  -0.17
C13 0.95782 0.53028 7.29766  -0.17
C14 0.10550 1.37229 6.35831  -0.20
O4 0.62596 1.16202 5.04247  -0.17
C15 1.88720 0.48955 5.12418  -0.21
H21 2.96214 -0.27818 6.86671  0.11
H22 2.83023 1.48190 6.79349  0.11
H23 0.57138 -0.49000 7.34513  0.11
H24 0.98914 0.92926 8.31009  0.11
H25 0.18500 2.43832 6.59782  0.12
H26 -0.94825 1.09199 6.37450  0.12
H27 1.75227 -0.54377 4.78795  0.12
H28 2.59803 0.97892 4.45711  0.12
C16 0.68225 -5.59533 -5.54094  -0.17
C17 0.17148 -4.42814 -4.70007  -0.19
C18 1.44978 -3.63980 -4.45848  -0.20
O5 2.27909 -3.85343 -5.60656  -0.14
C19 1.74400 -4.91661 -6.39615  -0.21
H29 -0.09068 -6.08102 -6.13468  0.11
H30 1.14156 -6.34896 -4.89692  0.11
H31 -0.53635 -3.83002 -5.27705  0.10
H32 -0.31718 -4.72974 -3.77594  0.10
H33 1.98123 -4.00563 -3.57337  0.12
H34 1.27189 -2.57116 -4.33708  0.11
H35 1.30563 -4.48910 -7.30507  0.11
H36 2.55254 -5.58892 -6.68631  0.11

Computed properties:
* net charge: 0
* LUMO: 0.0138 Ha
* SMILES: [H]/N=C(\C)C[C@]1(CCCCC)OC(=O)O[C@@H]1[PH2]=S.C1CCOC1.C1CCOC1


(5)
DFT (ωB97M-V/def2-TZVPD) results for an isolated molecule of C16H16N4O5S in a non-equilibrium geometry.

Last column: Löwdin charge in e.
Geometry (Å):
C1 -1.69308 -3.27612 -3.04152  -0.05
O1 -1.49637 -2.98730 -1.66667  -0.02
C2 -2.60792 -2.73175 -0.96074  -0.45
O2 -3.72037 -2.72530 -1.43328  0.11
C3 -2.31551 -2.45277 0.44159  -0.17
C4 -3.17629 -2.14200 1.46876  0.02
C5 -2.37332 -1.93706 2.60323  -0.02
C6 -1.07762 -2.13354 2.19335  -0.36
C7 0.19183 -2.04511 2.95334  -0.33
S1 1.57455 -1.37967 1.93666  1.10
C8 0.80411 0.02899 1.30601  -0.48
N1 -0.42808 0.33675 1.68887  0.13
C9 -1.01228 1.38938 1.13208  -0.35
C10 -2.41179 1.67812 1.54985  0.00
N2 -0.46655 2.19215 0.22991  0.19
C11 0.78329 1.91893 -0.14277  -0.20
C12 1.48719 0.82770 0.37406  -0.06
C13 2.83810 0.53297 -0.03501  -0.39
O3 3.47700 -0.40497 0.40452  0.02
N3 3.34871 1.41642 -0.97181  0.03
C14 4.70362 1.20797 -1.45382  0.00
C15 2.68032 2.50523 -1.50259  -0.43
O4 3.20558 3.22769 -2.31680  0.10
N4 1.38656 2.72622 -1.05712  0.02
C16 0.64917 3.85565 -1.58773  -0.01
O5 -1.04148 -2.45560 0.89637  0.09
H1 -0.70700 -3.47408 -3.45341  0.09
H2 -2.15812 -2.42638 -3.54627  0.10
H3 -2.34087 -4.14768 -3.15730  0.10
H4 -4.24199 -2.07374 1.39425  0.12
H5 -2.69752 -1.67232 3.58803  0.11
H6 0.54598 -3.03109 3.25963  0.09
H7 0.05826 -1.41347 3.82919  0.09
H8 -2.51421 1.53944 2.62229  0.08
H9 -3.07994 0.97300 1.05685  0.08
H10 -2.68305 2.68837 1.26131  0.08
H11 4.69263 1.05823 -2.53295  0.10
H12 5.09757 0.32807 -0.95064  0.09
H13 5.31387 2.08209 -1.22887  0.10
H14 0.40140 4.54380 -0.78041  0.10
H15 1.27835 4.34818 -2.32555  0.09
H16 -0.27472 3.50461 -2.04488  0.09

Computed properties:
* net charge: 0
* LUMO: 0.0051 Ha
* SMILES: COC(=O)c1ccc(CSc2nc(C)nc3c2c(=O)n(C)c(=O)n3C)o1


Going through the records in order, we get electronic energy values of -459.331328, -1377.276818, -3372.605516, -1915.999624, -1612.800629 Eh.